(1)
Molecular formula: C38H45CsN5O2P2Te
Method: DFT, ωB97M-V/def2-TZVPD

The HOMO energy comes out at -4.06 eV. The molar mass is 926.3 g/mol. The value obtained for the HOMO-LUMO gap is 5.97 eV. The calculation puts the total energy at -2870.11033 hartree. The charge is -1. The value obtained for the largest force on an atom is 0.064 Eh/bohr.

Atoms and positions in Å:
Cs1 -0.3710 0.4554 -0.4635
N1 -2.1561 -1.2789 1.2003
C1 -2.5068 -1.1559 2.6039
C2 -1.2669 -1.3627 3.4749
N2 -0.2220 -0.3996 3.1881
C3 -0.5306 0.9245 3.7127
C4 -1.0338 1.9010 2.6484
N3 0.0731 2.4737 1.8845
C5 1.1095 -0.8641 3.5274
C6 1.6260 -1.9703 2.6122
N4 1.7655 -1.4948 1.2443
H1 -2.8343 -0.8141 0.6059
H2 -2.0849 -2.2490 0.9182
H3 -3.2732 -1.8730 2.9334
H4 -2.9078 -0.1551 2.7722
H5 -0.8840 -2.3656 3.2789
H6 -1.5641 -1.3277 4.5402
H7 0.3674 1.3560 4.1655
H8 -1.2811 0.8509 4.5152
H9 -1.6496 2.6665 3.1428
H10 -1.6755 1.3803 1.9375
H11 0.4626 3.2659 2.3794
H12 -0.3143 2.8218 1.0094
H13 1.1757 -1.2181 4.5747
H14 1.7895 -0.0165 3.4148
H15 0.9366 -2.8161 2.6057
H16 2.5710 -2.3339 3.0457
H17 1.9459 -2.2627 0.6141
H18 2.5521 -0.8584 1.1676
Te1 2.1478 -1.3035 -5.2382
C7 1.3660 -2.4874 -6.8054
C8 0.8097 -3.7377 -6.5638
C9 0.3012 -4.4610 -7.6288
N5 0.3028 -4.0319 -8.8925
C10 0.8386 -2.8347 -9.1153
C11 1.3840 -2.0383 -8.1214
C12 0.5923 -1.9303 -3.8580
P1 1.2226 -2.4583 -2.2568
C13 1.8519 -4.1208 -2.7733
C14 3.0810 -4.3389 -3.3985
C15 3.3974 -5.5834 -3.9265
C16 2.5036 -6.6386 -3.8242
C17 1.2887 -6.4437 -3.1827
C18 0.9687 -5.1958 -2.6690
C19 2.7954 -1.5994 -1.8422
C20 3.7820 -2.2618 -1.1040
C21 4.8869 -1.5831 -0.6169
C22 5.0227 -0.2186 -0.8403
C23 4.0541 0.4521 -1.5730
C24 2.9512 -0.2308 -2.0681
P2 -0.4265 -0.4462 -3.5812
C25 -1.1076 -0.2048 -5.2837
C26 -0.9505 1.0125 -5.9367
C27 -1.4491 1.1948 -7.2205
C28 -2.1131 0.1578 -7.8592
C29 -2.2744 -1.0614 -7.2138
C30 -1.7754 -1.2400 -5.9339
C31 -1.9602 -1.1602 -2.8548
C32 -2.1009 -2.4858 -2.4534
C33 -3.2761 -2.9183 -1.8521
C34 -4.3249 -2.0323 -1.6476
C35 -4.2015 -0.7119 -2.0603
C36 -3.0270 -0.2850 -2.6576
H19 0.7564 -4.1231 -5.5524
H20 -0.1363 -5.4420 -7.4679
H21 0.8186 -2.4920 -10.1461
H22 1.7918 -1.0633 -8.3610
H23 3.7976 -3.5346 -3.4721
H24 4.3478 -5.7265 -4.4274
H25 2.7522 -7.6074 -4.2405
H26 0.5916 -7.2675 -3.0827
H27 0.0105 -5.0460 -2.1828
H28 3.6806 -3.3253 -0.9167
H29 5.6388 -2.1146 -0.0451
H30 5.8784 0.3164 -0.4472
H31 4.1573 1.5139 -1.7616
H32 2.1971 0.3116 -2.6349
H33 -0.4284 1.8179 -5.4326
H34 -1.3226 2.1465 -7.7236
H35 -2.5026 0.2977 -8.8608
H36 -2.7810 -1.8762 -7.7179
H37 -1.8877 -2.1910 -5.4266
H38 -1.2968 -3.1824 -2.6385
H39 -3.3755 -3.9540 -1.5460
H40 -5.2384 -2.3718 -1.1738
H41 -5.0113 -0.0113 -1.9013
H42 -2.9293 0.7464 -2.9824
C37 -3.7701 4.0534 -0.8163
O1 -3.9017 2.7505 -0.2633
C38 -2.7647 1.9363 -0.1183
O2 -1.6977 2.4662 -0.4784
H43 -4.1241 4.7988 -0.0998
H44 -4.3741 4.1264 -1.7241
H45 -2.7268 4.2540 -1.0626

***

(2)
Molecular formula: C38H45N6
Method: DFT, ωB97M-V/def2-TZVPD

The HOMO energy comes out at -10.90 eV. The molar mass is 585.8 g/mol. The value obtained for the HOMO-LUMO gap is 8.81 eV. The calculation puts the total energy at -1803.12454 hartree. The charge is +1. The value obtained for the largest force on an atom is 0.091 Eh/bohr.

Atoms and positions in Å:
C1 1.3753 -1.3133 -6.5549
C2 0.1226 -1.1103 -5.6718
C3 0.2545 -0.5997 -4.2209
C4 1.6644 -0.2798 -3.6080
C5 1.6847 0.1959 -2.0840
C6 3.0768 -0.0273 -1.3267
C7 3.2123 -1.4904 -0.6218
C8 3.7360 -2.6302 -1.6523
C9 2.9503 -4.0100 -1.4088
C10 1.3857 -3.6794 -1.4731
N1 0.8921 -2.7102 -0.4380
C11 1.9418 -1.9046 0.2556
C12 2.8892 -0.4538 -4.5293
C13 2.7935 -0.9695 -6.0118
H1 1.2719 -1.7165 -7.6116
H2 -0.9180 -1.3604 -6.0595
H3 -0.6668 -0.4463 -3.5515
H4 0.7685 -0.2475 -1.5687
H5 1.5061 1.3406 -2.1058
H6 3.9355 0.0758 -2.0716
H7 3.2470 0.7970 -0.5349
H8 4.0815 -1.3524 0.1307
H9 4.8476 -2.8440 -1.4173
H10 3.6774 -2.3344 -2.7504
H11 3.1711 -4.6817 -2.3213
H12 3.2871 -4.5954 -0.4908
H13 0.8329 -4.6815 -1.3050
H14 1.0242 -3.3128 -2.5044
H15 0.1239 -2.1542 -0.8645
H16 0.4177 -3.2800 0.2987
H17 1.4400 -0.9558 0.6855
H18 2.3225 -2.5192 1.1550
H19 3.9440 -0.2393 -4.1359
H20 3.7536 -1.0915 -6.6212
N2 -1.6367 -2.5758 0.8624
C14 -1.9432 -1.2822 1.0690
C15 -3.1852 -0.8432 1.4928
C16 -4.1752 -1.7895 1.7148
C17 -3.8880 -3.1318 1.5080
C18 -2.6139 -3.4716 1.0867
H21 -1.1373 -0.5792 0.8790
H22 -3.3752 0.2116 1.6455
H23 -5.1608 -1.4837 2.0458
H24 -4.6372 -3.8959 1.6712
H25 -2.3403 -4.5077 0.9149
N3 5.6621 1.7497 -2.7307
C19 6.9694 1.5238 -2.9465
C20 7.7195 2.1892 -3.9018
C21 7.0867 3.1427 -4.6862
C22 5.7371 3.3954 -4.4866
C23 5.0753 2.6792 -3.5032
H26 7.4189 0.7674 -2.3108
H27 8.7715 1.9677 -4.0299
H28 7.6400 3.6841 -5.4457
H29 5.2117 4.1322 -5.0811
H30 4.0200 2.8438 -3.3073
N4 6.9610 1.4850 1.2171
C24 7.1262 2.1171 2.3904
C25 6.3424 3.1796 2.8111
C26 5.3296 3.6209 1.9717
C27 5.1377 2.9870 0.7521
C28 5.9725 1.9308 0.4242
H31 7.9324 1.7381 3.0101
H32 6.5195 3.6503 3.7701
H33 4.6957 4.4508 2.2650
H34 4.3571 3.3058 0.0719
H35 5.8598 1.4014 -0.5163
N5 -6.9660 0.0146 1.3367
C29 -7.2707 1.3062 1.5438
C30 -8.5133 1.7465 1.9692
C31 -9.5041 0.8010 2.1915
C32 -9.2176 -0.5405 1.9835
C33 -7.9428 -0.8797 1.5610
H36 -6.4648 2.0075 1.3536
H37 -8.7021 2.8017 2.1228
H38 -10.4902 1.1066 2.5241
H39 -9.9670 -1.3048 2.1466
H40 -7.6693 -1.9161 1.3882
N6 -6.4047 0.3034 6.1291
C34 -6.2415 0.9303 7.3053
C35 -7.0258 1.9910 7.7293
C36 -8.0369 2.4359 6.8902
C37 -8.2266 1.8073 5.6679
C38 -7.3913 0.7524 5.3370
H41 -5.4364 0.5485 7.9245
H42 -6.8503 2.4574 8.6906
H43 -8.6713 3.2645 7.1859
H44 -9.0057 2.1290 4.9882
H45 -7.5022 0.2263 4.3937

***

(3)
Molecular formula: C38H46Cl4F8O33
Method: DFT, ωB97M-V/def2-TZVPD

The HOMO energy (alpha / beta) comes out at 0.12 / -8.34 eV. The molar mass is 1324.5 g/mol. The value obtained for the HOMO-LUMO gap (alpha / beta) is 1.27 / 9.68 eV. The calculation puts the total energy at -6598.12311 hartree. The charge is -1. Its expectation value of S² is 0.751. As for the multiplicity: 2. The value obtained for the largest force on an atom is 0.147 Eh/bohr.

Atoms and positions in Å:
C1 5.9372 0.0272 3.2175
C2 5.1576 0.1959 1.8706
C3 4.2393 1.4787 1.8187
O1 4.5899 2.0969 0.6274
C4 5.5883 1.4351 0.0281
O2 6.1195 1.7531 -1.0343
O3 6.0643 0.3504 0.7353
H1 5.3271 -0.0510 4.1174
H2 6.6548 0.8299 3.3875
H3 6.2972 -1.0017 3.2186
H4 4.4784 -0.6523 1.7843
H5 4.5323 2.1079 2.6592
H6 3.1857 1.2412 1.9653
C5 -0.8657 1.9919 3.1590
C6 -1.1676 2.1538 4.6595
C7 0.0733 2.5559 5.4014
O4 -0.3064 3.8126 6.0346
C8 -1.5491 4.2154 5.6573
O5 -2.0194 5.2580 5.9440
O6 -2.0782 3.2229 4.9268
H7 -0.3579 1.0287 3.1093
H8 -0.1612 2.7726 2.8721
H9 -1.6675 1.8874 2.4281
H10 -1.5574 1.3016 5.2161
H11 0.9492 2.8296 4.8131
H12 0.3599 1.7687 6.0987
C9 -1.3594 -1.1676 -1.3144
C10 -0.2992 -0.7063 -0.1827
C11 1.1642 -0.5381 -0.5064
O7 1.3689 0.8963 -0.2158
C12 0.2388 1.4801 -0.0094
O8 0.0975 2.7272 -0.0172
O9 -0.7424 0.5547 0.1731
H13 -2.3939 -0.9267 -1.0697
H14 -1.1611 -2.1998 -1.6032
H15 -1.1000 -0.6460 -2.2357
H16 -0.2708 -1.4962 0.5678
H17 1.2248 -0.7540 -1.5730
H18 1.7663 -1.2730 0.0281
C13 -0.6683 5.3748 -1.9517
Cl1 0.6191 6.4759 -1.3691
Cl2 0.1142 4.0562 -2.8050
H19 -1.0633 4.8626 -1.0744
H20 -1.4806 5.7972 -2.5432
C14 -2.6307 -4.0919 2.4339
Cl3 -1.5234 -5.4428 2.1649
Cl4 -1.7022 -2.6209 2.3331
H21 -3.3589 -4.0762 1.6230
H22 -3.1501 -4.0446 3.3911
C15 -5.7725 -1.1167 -1.7752
C16 -6.5920 -2.1516 -2.5016
O10 -7.5911 -1.3990 -2.9710
C17 -7.1822 -0.2326 -3.2634
O11 -7.6585 0.5027 -4.1780
O12 -6.0426 -0.0206 -2.6154
F1 -7.2691 -2.9531 -1.6967
H23 -4.7126 -1.3140 -1.9357
H24 -6.1844 -0.9206 -0.7852
H25 -6.1833 -2.8451 -3.2365
C18 5.3354 -1.4434 -4.6583
C19 4.9770 -1.1351 -3.1831
O13 5.2419 -2.4706 -2.6158
C20 6.1724 -3.1178 -3.3246
O14 6.6675 -4.1355 -3.0400
O15 6.3142 -2.4041 -4.4586
F2 3.7526 -0.7665 -2.9571
H26 5.7390 -0.5679 -5.1669
H27 4.5516 -1.8967 -5.2651
H28 5.4905 -0.3242 -2.6664
C21 -3.7556 -4.6347 -5.2957
C22 -2.4904 -5.3780 -5.2337
O16 -2.4020 -5.4142 -3.8321
C23 -3.0703 -4.3207 -3.3255
O17 -3.0313 -3.9399 -2.1470
O18 -3.5986 -3.6958 -4.3040
F3 -1.5191 -4.5827 -5.7078
H29 -4.6004 -5.3174 -5.2042
H30 -3.7797 -4.1736 -6.2831
H31 -2.4578 -6.3762 -5.6703
C24 0.4980 -1.4245 -4.6664
C25 0.1279 -0.9235 -6.1147
O19 0.8543 0.2327 -6.1768
C26 1.1275 0.7927 -4.9824
O20 1.6640 1.8538 -4.7334
O21 0.8687 -0.1784 -4.0596
F4 -1.1740 -0.7269 -5.9590
H32 1.3157 -2.1214 -4.4826
H33 -0.2532 -1.8998 -4.0355
H34 0.3629 -1.6333 -6.9079
C27 3.5370 -5.3248 1.7566
C28 2.2278 -4.5040 1.9405
O22 1.9618 -4.6997 3.3207
C29 3.1806 -5.1636 3.8709
O23 3.2626 -5.4099 5.0529
O24 4.0921 -5.4485 3.0320
F5 1.2123 -4.8894 1.2369
H35 4.2712 -4.8341 1.1177
H36 3.3195 -6.3073 1.3376
H37 2.3739 -3.4440 1.7325
C30 2.7496 -0.3488 6.0850
C31 2.0950 -1.7004 6.4371
O25 1.8391 -2.1795 5.1320
C32 1.5205 -1.0597 4.3318
O26 1.0378 -1.0667 3.1486
O27 1.9739 0.0368 4.9138
F6 0.8751 -1.5067 7.0712
H38 3.7694 -0.5534 5.7594
H39 2.6973 0.4431 6.8322
H40 2.7066 -2.3782 7.0326
C33 -4.0983 3.1639 -1.9920
C34 -3.1918 2.3102 -1.2333
O28 -2.5276 1.5679 -2.1860
C35 -2.7406 2.0624 -3.4533
O29 -2.1689 1.6998 -4.5009
O30 -3.7039 3.0076 -3.3993
F7 -3.9775 1.6008 -0.4929
H41 -4.1159 4.1718 -1.5774
H42 -5.1116 2.7940 -1.8356
H43 -2.5445 2.8853 -0.5712
C36 -2.2228 8.0812 1.7519
C37 -2.7335 7.5152 3.0487
O31 -2.2818 6.1401 2.8716
C38 -1.2205 6.0877 2.0098
O32 -0.6292 5.1091 1.6326
O33 -1.1314 7.1836 1.4122
F8 -4.0543 7.4143 3.0120
H44 -2.0255 9.1385 1.9286
H45 -3.0396 7.9256 1.0471
H46 -2.4376 8.2021 3.8416

***

(4)
Molecular formula: C38H46Cl6OP4Tc
Method: DFT, ωB97M-V/def2-TZVPD

The HOMO energy (alpha / beta) comes out at -11.70 / -11.95 eV. The molar mass is 953.4 g/mol. The value obtained for the HOMO-LUMO gap (alpha / beta) is 6.40 / 2.94 eV. The calculation puts the total energy at -5757.42030 hartree. The charge is +2. Its expectation value of S² is 3.809. As for the multiplicity: 4. The value obtained for the largest force on an atom is 0.156 Eh/bohr.

Atoms and positions in Å:
P1 -0.3664 -2.7645 -3.6447
C1 -2.0427 -2.7291 -3.0132
C2 -2.6529 -2.4566 -4.2418
H1 -2.1044 -1.9377 -5.0259
C3 -3.8569 -3.0625 -4.5947
H2 -4.1744 -3.0359 -5.6287
C4 -4.5942 -3.7335 -3.6334
H3 -5.5309 -4.2149 -3.8981
C5 -4.1349 -3.7698 -2.3171
H4 -4.7493 -4.2496 -1.5569
C6 -2.8664 -3.2534 -1.9654
H5 -2.5667 -3.2323 -0.9055
C7 0.2603 -1.0945 -3.6219
C8 -0.4833 0.1107 -3.7451
H6 -1.4675 0.2196 -3.3051
C9 0.0899 1.1749 -4.4741
H7 -0.5077 2.0612 -4.6715
C10 1.3759 1.0761 -5.0134
H8 1.7582 1.8650 -5.6614
C11 2.1653 -0.0275 -4.6953
H9 3.1630 -0.1272 -5.1102
C12 1.6467 -1.0627 -3.8979
H10 2.2785 -1.8969 -3.6443
C13 0.5507 -3.6973 -2.2034
C14 0.6117 -4.8578 -2.9487
H11 0.0713 -4.9579 -3.8964
C15 1.4951 -5.9011 -2.6785
H12 1.5461 -6.7171 -3.3860
C16 2.2581 -5.8524 -1.5259
H13 2.9290 -6.6752 -1.2860
C17 2.1466 -4.7590 -0.6713
H14 2.7268 -4.7375 0.2505
C18 1.3019 -3.6552 -0.9846
H15 1.2309 -2.8399 -0.2445
Tc1 -0.8775 0.8434 1.9849
C19 1.0504 1.7386 1.6214
C20 1.7778 1.5908 0.4875
H16 1.5501 2.3219 2.4218
C21 1.2546 0.5305 -0.5023
O1 2.3015 -0.6487 -0.5346
H17 2.0925 -1.1995 -1.3249
C22 0.0232 0.1258 0.0957
H18 1.0546 0.8686 -1.5614
C23 -0.8180 -0.5580 0.8207
Cl1 -2.8438 -0.8787 2.4058
P2 0.2698 -0.6557 3.4031
P3 -2.3047 2.0513 0.3702
C24 -0.6958 -1.2101 4.8237
H19 -1.6380 -1.6270 4.4551
H20 -0.9292 -0.3644 5.4779
H21 -0.1180 -1.9654 5.3679
C25 0.9161 -2.1884 2.6668
H22 1.7511 -1.9522 1.9867
H23 0.1263 -2.6841 2.0926
H24 1.2700 -2.8538 3.4627
C26 1.7363 0.0935 4.1454
H25 1.4622 1.0610 4.5806
H26 2.4940 0.2477 3.3700
H27 2.1197 -0.5774 4.9245
C27 -3.4368 3.1886 1.1993
H28 -2.8570 3.9934 1.6619
H29 -3.9617 2.6323 1.9837
H30 -4.1485 3.5952 0.4689
C28 -1.3864 3.0916 -0.8056
H31 -0.7273 2.4762 -1.4277
H32 -0.7771 3.8026 -0.2378
H33 -2.0865 3.6431 -1.4496
C29 -3.3925 1.0777 -0.7229
H34 -3.9670 0.3798 -0.1052
H35 -2.7996 0.5125 -1.4499
H36 -4.0775 1.7603 -1.2573
P4 3.3064 2.5149 0.0155
C30 3.3367 3.9939 0.9986
C31 3.1418 2.8426 -1.7413
H37 3.2983 3.7325 2.0673
H38 2.4890 4.6379 0.7059
H39 4.2988 4.4481 0.7306
H40 3.0237 1.9246 -2.3378
H41 4.0742 3.3497 -2.0212
H42 2.2954 3.5238 -1.9140
C32 4.6390 1.3699 0.3157
H43 4.8517 1.3393 1.3910
H44 5.5036 1.7728 -0.2188
H45 4.3812 0.3670 -0.0562
H46 -1.3968 -1.3724 0.4547
Cl2 -0.1306 4.3797 2.1875
C33 -0.6669 3.4964 3.5896
C34 -1.4731 2.3681 3.4834
C35 -2.3269 2.0294 4.5401
Cl3 -3.8383 1.2714 4.2635
C36 -1.9587 2.3995 5.8454
Cl4 -2.7577 1.6542 7.1627
C37 -0.9575 3.3915 6.0051
Cl5 -0.6307 3.9775 7.5704
C38 -0.3178 3.9626 4.8695
Cl6 0.9004 5.1537 5.0337